[1]
{"formula": "C31H23F3N3O3PrSi", "method": "wB97M-V/def2-TZVPD", "s2": 2.002, "homo_lumo_gap_ev": [8.9, 8.9], "e_lumo_ev": [-0.164, -0.161], "de_lowest_kcal_mol": 9.43, "multiplicity": 3, "symbols": ["Pr", "O", "C", "N", "C", "O", "C", "C", "C", "C", "C", "N", "C", "C", "C", "C", "C", "N", "H", "H", "H", "H", "H", "H", "H", "H", "O", "Si", "C", "C", "C", "C", "C", "C", "C", "C", "C", "C", "C", "C", "C", "C", "C", "C", "C", "C", "H", "H", "H", "H", "H", "H", "H", "H", "H", "H", "H", "H", "H", "H", "H", "F", "C", "F", "F"], "positions_angstrom": [[0.023, -0.357, 1.420], [-1.790, -1.734, 5.312], [-1.307, -1.579, 4.211], [-1.000, -0.411, 3.575], [-1.141, 0.743, 4.295], [-1.392, 0.873, 5.473], [-0.965, 2.000, 3.452], [-0.929, 3.210, 4.138], [-0.851, 4.387, 3.419], [-0.872, 4.310, 2.034], [-0.930, 3.063, 1.430], [-0.929, 1.918, 2.113], [-1.010, -2.824, 3.379], [-1.021, -4.040, 4.058], [-0.793, -5.207, 3.353], [-0.616, -5.119, 1.980], [-0.651, -3.873, 1.378], [-0.806, -2.732, 2.056], [-0.974, 3.172, 5.218], [-0.795, 5.339, 3.925], [-0.855, 5.197, 1.422], [-1.004, 2.972, 0.354], [-1.219, -4.025, 5.120], [-0.771, -6.159, 3.858], [-0.472, -6.001, 1.376], [-0.576, -3.788, 0.299], [-1.093, -0.355, -0.430], [-0.310, 0.037, -1.744], [-1.275, -0.291, -3.332], [-0.758, -0.051, -4.599], [-1.511, -0.297, -5.734], [-2.801, -0.789, -5.621], [-3.330, -1.037, -4.366], [-2.570, -0.789, -3.237], [0.271, 1.850, -1.596], [1.259, 2.151, -0.658], [1.675, 3.461, -0.459], [1.100, 4.487, -1.196], [0.127, 4.200, -2.140], [-0.281, 2.890, -2.332], [1.386, -0.858, -1.748], [1.591, -1.910, -0.856], [2.793, -2.606, -0.825], [3.814, -2.249, -1.690], [3.637, -1.193, -2.570], [2.437, -0.506, -2.591], [0.244, 0.337, -4.703], [-1.099, -0.103, -6.713], [-3.396, -0.974, -6.506], [-4.338, -1.420, -4.277], [-2.972, -0.973, -2.252], [1.759, 1.333, -0.121], [2.442, 3.678, 0.271], [1.409, 5.510, -1.032], [-0.318, 4.995, -2.723], [-1.033, 2.657, -3.073], [0.745, -2.236, -0.235], [2.934, -3.435, -0.142], [4.743, -2.798, -1.683], [4.438, -0.911, -3.240], [2.307, 0.315, -3.282], [3.588, -0.343, 2.552], [2.544, -0.282, 1.711], [1.817, -1.510, 2.089], [1.669, 0.680, 2.436]]}

=====

[2]
{"formula": "C31H23I2N8OSe2Te2Ti", "method": "wB97M-V/def2-TZVPD", "homo_lumo_gap_ev": [5.0, 5.0], "e_lumo_ev": [1.342, 1.343], "total_charge": -1, "symbols": ["Ti", "I", "C", "C", "C", "I", "C", "O", "C", "C", "N", "C", "C", "C", "C", "C", "C", "N", "C", "H", "H", "H", "H", "H", "H", "H", "H", "H", "H", "H", "C", "C", "N", "C", "C", "N", "C", "C", "C", "C", "C", "N", "C", "C", "N", "C", "C", "N", "C", "C", "C", "N", "C", "C", "H", "H", "H", "H", "H", "H", "H", "H", "H", "H", "H", "H", "Se", "Te", "Te", "Se"], "positions_angstrom": [[1.397, -0.505, 0.278], [2.189, 6.984, -1.268], [2.173, 4.894, -1.243], [1.388, 4.208, -2.157], [1.353, 2.823, -2.116], [0.208, 1.736, -3.476], [2.081, 2.110, -1.156], [2.026, 0.809, -1.064], [2.890, 2.828, -0.255], [3.579, 2.009, 0.798], [2.579, 1.303, 1.618], [1.665, 2.262, 2.250], [0.452, 2.457, 1.371], [-0.181, 3.669, 1.149], [-1.271, 3.719, 0.288], [-1.755, 2.545, -0.271], [-1.108, 1.371, 0.075], [0.007, 1.335, 0.799], [2.929, 4.209, -0.301], [0.804, 4.743, -2.893], [4.219, 1.246, 0.354], [4.200, 2.660, 1.422], [3.098, 0.786, 2.323], [1.334, 1.861, 3.208], [2.146, 3.224, 2.449], [0.214, 4.569, 1.601], [-1.728, 4.672, 0.054], [-2.596, 2.527, -0.948], [-1.453, 0.417, -0.301], [3.536, 4.751, 0.415], [2.980, -1.929, -3.635], [2.904, -1.464, -2.348], [1.772, -1.568, -1.635], [0.712, -2.118, -2.241], [0.813, -2.571, -3.568], [1.924, -2.488, -4.260], [-0.452, -2.169, -1.403], [-1.693, -2.602, -1.782], [-2.776, -2.583, -0.883], [-2.470, -2.207, 0.426], [-1.198, -1.846, 0.793], [-0.171, -1.673, -0.132], [-0.793, -1.449, 2.099], [-1.637, -1.389, 3.222], [-1.239, -0.972, 4.394], [0.063, -0.623, 4.491], [0.905, -0.642, 3.411], [0.495, -1.024, 2.176], [-4.127, -2.979, -1.286], [-5.262, -2.506, -0.619], [-6.520, -2.912, -1.026], [-6.747, -3.742, -2.043], [-5.667, -4.189, -2.682], [-4.368, -3.849, -2.352], [3.903, -1.854, -4.193], [3.750, -0.996, -1.864], [-0.046, -3.010, -4.062], [-1.841, -2.935, -2.801], [-3.231, -2.242, 1.194], [-2.672, -1.696, 3.124], [0.449, -0.343, 5.461], [1.937, -0.383, 3.546], [-5.172, -1.801, 0.198], [-7.398, -2.541, -0.508], [-5.850, -4.871, -3.507], [-3.552, -4.289, -2.910], [3.766, -1.556, 0.800], [4.852, -0.037, 4.085], [3.340, 0.028, 6.299], [3.940, -2.202, 3.023]]}

=====

[3]
{"formula": "C31H24F3MnN2OSb", "method": "wB97M-V/def2-TZVPD", "s2": 6.163, "homo_lumo_gap_ev": [7.4, 7.7], "e_lumo_ev": [-4.413, -4.209], "de_lowest_kcal_mol": 0.67, "total_charge": 1, "multiplicity": 5, "symbols": ["Mn", "C", "C", "C", "C", "C", "C", "N", "N", "C", "C", "C", "C", "C", "C", "H", "H", "H", "H", "H", "H", "H", "H", "H", "C", "O", "H", "H", "H", "F", "C", "C", "C", "C", "C", "C", "Sb", "C", "C", "C", "C", "F", "C", "C", "C", "C", "C", "C", "F", "C", "C", "H", "H", "H", "H", "H", "H", "H", "H", "H", "H", "H", "H"], "positions_angstrom": [[-0.856, -1.708, -1.300], [-0.676, 3.243, -4.350], [-0.109, 1.978, -4.379], [-0.507, 1.029, -3.448], [-1.465, 1.358, -2.500], [-2.045, 2.620, -2.466], [-1.643, 3.560, -3.399], [-1.776, 0.334, -1.554], [-2.665, 0.586, -0.725], [-2.900, -0.478, 0.199], [-3.868, -0.250, 1.167], [-4.151, -1.250, 2.086], [-3.478, -2.463, 2.023], [-2.505, -2.690, 1.050], [-2.207, -1.690, 0.141], [-0.371, 3.987, -5.073], [0.631, 1.726, -5.126], [-0.085, 0.029, -3.477], [-2.786, 2.854, -1.716], [-2.083, 4.548, -3.387], [-4.385, 0.701, 1.182], [-4.905, -1.087, 2.845], [-3.713, -3.246, 2.732], [-2.004, -3.649, 1.015], [-2.619, -3.204, -3.331], [-1.551, -2.651, -2.598], [-2.437, -4.266, -3.502], [-2.703, -2.691, -4.290], [-3.556, -3.086, -2.782], [6.546, 0.892, -1.934], [5.342, 0.575, -1.446], [5.264, -0.311, -0.389], [4.012, -0.632, 0.114], [2.864, -0.068, -0.436], [2.979, 0.807, -1.516], [4.222, 1.141, -2.026], [0.959, -0.561, 0.319], [0.194, 1.255, 1.061], [0.230, 2.414, 0.289], [-0.311, 3.597, 0.765], [-0.891, 3.595, 2.020], [-1.417, 4.734, 2.486], [-0.948, 2.464, 2.811], [-0.400, 1.288, 2.321], [1.416, -1.582, 2.086], [2.152, -0.944, 3.086], [2.468, -1.610, 4.258], [2.039, -2.918, 4.407], [2.340, -3.565, 5.536], [1.314, -3.581, 3.436], [1.004, -2.898, 2.270], [6.169, -0.734, 0.024], [3.946, -1.326, 0.942], [2.101, 1.239, -1.984], [4.335, 1.822, -2.859], [0.679, 2.420, -0.697], [-0.288, 4.508, 0.184], [-1.412, 2.513, 3.786], [-0.447, 0.396, 2.934], [2.482, 0.081, 2.961], [3.035, -1.138, 5.048], [1.008, -4.604, 3.601], [0.436, -3.412, 1.503]]}